4 unconnected molecules or ions with the total composition C28H59FINO10S. Source: OMol25; level of theory: ωB97M-V with the def2-TZVPD basis set.

```
101
Properties=species:S:1:pos:R:3:forces:R:3:lowdin_charge:R:1
C -5.796 -1.825 -1.856 0.22 0.34 -0.84 -0.093
C -5.925 -2.325 -3.430 -0.60 -0.24 0.60 -0.240
O -4.720 -1.994 -4.212 -1.33 1.23 0.86 -0.279
C -4.663 -0.563 -4.551 0.03 -0.12 -0.68 -0.174
C -3.121 -0.217 -4.984 -0.15 -0.42 -0.27 -0.139
O -2.113 -0.530 -3.925 0.11 0.62 -1.12 -0.254
C -0.769 -0.566 -4.512 -0.80 0.38 -1.77 -0.138
C 0.478 -0.415 -3.477 0.23 1.25 -0.90 -0.249
C 0.809 1.197 -3.177 -0.84 0.97 0.90 -0.096
C -0.520 2.151 -3.148 -0.72 0.56 -0.86 -0.189
C -0.307 3.637 -2.495 -0.41 0.16 -0.04 -0.182
C 1.051 4.423 -2.968 0.17 0.54 -0.72 -0.195
N 1.809 5.103 -1.814 -0.56 -2.03 1.43 -0.031
C 2.536 4.092 -0.954 6.21 -1.41 -0.61 -0.306
C 1.867 3.300 0.327 -0.71 0.14 -0.59 -0.037
O 3.840 3.803 -1.219 -8.32 1.82 1.30 -0.060
O 1.643 -0.726 -4.373 1.36 -0.60 2.63 -0.234
S 3.005 -0.905 -3.346 6.44 -2.00 -1.74 0.904
O 3.766 -2.201 -3.772 -4.15 3.80 1.74 -0.335
O 4.118 0.183 -3.381 -5.70 -2.68 0.78 -0.296
O 2.139 -1.104 -1.852 0.74 1.11 -3.42 -0.229
C 0.723 -1.438 -2.237 0.52 0.16 2.12 -0.258
C 0.840 -3.049 -2.422 -0.50 -1.22 -0.30 -0.168
C 0.365 -3.684 -3.839 1.78 -1.86 0.35 -0.682
C 1.109 -5.179 -3.953 0.71 1.21 -0.95 -0.198
I -1.815 -4.160 -3.819 1.07 0.61 -0.22 0.807
C -0.017 -1.181 -0.775 -0.35 -1.11 0.22 -0.159
F 0.132 0.199 -0.255 -0.38 -2.56 -1.48 -0.078
C -1.576 -1.675 -0.704 -0.14 0.48 2.01 -0.163
C -2.080 -1.339 0.856 -0.99 0.80 -0.52 -0.121
H -4.936 -1.015 -1.777 -1.77 -1.69 -0.16 0.073
H -5.494 -2.743 -1.195 -0.79 1.94 -1.10 0.079
H -6.807 -1.311 -1.548 2.05 -1.24 -0.27 0.084
H -6.081 -3.508 -3.399 0.63 2.65 -0.44 0.134
H -6.873 -1.860 -3.967 1.86 -0.85 1.15 0.125
H -5.360 -0.411 -5.505 1.58 -0.08 1.79 0.143
H -5.111 0.152 -3.718 1.25 -1.57 -1.43 0.138
H -2.818 -0.881 -5.910 -0.85 1.33 1.63 0.143
H -3.079 0.919 -5.264 0.08 -2.01 0.47 0.136
H -0.733 -1.523 -5.212 0.38 1.75 1.70 0.120
H -0.712 0.356 -5.269 0.31 -1.84 1.66 0.149
H 1.379 1.367 -2.166 -1.04 -0.69 -1.90 0.117
H 1.516 1.602 -4.030 -1.50 -1.18 1.64 0.139
H -0.844 2.329 -4.283 0.63 -0.40 2.38 0.118
H -1.462 1.676 -2.625 2.10 0.68 -0.96 0.124
H -1.224 4.316 -2.824 1.82 -1.54 0.70 0.118
H -0.372 3.575 -1.316 0.35 0.02 -2.44 0.100
H 1.845 3.763 -3.520 -1.65 1.08 1.14 0.123
H 0.761 5.294 -3.731 0.63 -1.94 1.72 0.131
H 1.098 5.594 -1.207 0.92 -0.87 -0.79 0.113
H 1.754 2.166 0.011 0.18 2.34 0.55 0.081
H 0.782 3.735 0.551 2.43 -0.99 -0.31 0.087
H 2.534 3.307 1.293 -1.19 0.27 -2.15 0.083
H 1.974 -3.385 -2.256 -2.48 1.10 -0.52 0.139
H 0.239 -3.614 -1.560 1.18 1.40 -1.92 0.120
H 0.695 -3.112 -4.804 -0.94 -0.81 2.10 0.095
H 0.982 -5.560 -5.074 0.01 0.56 2.63 0.090
H 2.273 -4.942 -3.844 -2.45 -0.69 -0.04 0.092
H 0.729 -5.942 -3.152 0.74 1.52 -1.65 0.077
H 0.579 -1.876 -0.008 -1.14 1.69 -1.70 0.178
H -2.322 -1.093 -1.393 1.79 -1.41 0.85 0.105
H -1.653 -2.852 -0.793 0.32 2.61 -0.35 0.089
H -2.838 -2.168 1.242 1.85 1.70 -0.74 0.075
H -1.188 -1.137 1.588 -1.76 -0.66 -1.36 0.077
H -2.715 -0.330 0.798 1.48 -2.15 0.29 0.088
C -2.069 -5.307 2.122 0.24 0.27 0.07 -0.063
C -3.466 -5.516 2.686 0.22 -0.46 -0.45 -0.503
C -3.735 -6.986 2.968 -0.19 -0.14 0.28 -0.067
O -4.429 -5.030 1.755 -0.18 0.18 -0.17 -0.067
H -1.945 -5.841 1.174 -0.05 -0.11 0.12 0.083
H -1.894 -4.246 1.913 -0.02 -0.12 0.12 0.056
H -1.304 -5.657 2.823 -0.04 0.03 -0.11 0.083
H -3.581 -4.937 3.609 -0.15 0.03 -0.23 0.141
H -3.670 -7.579 2.049 0.14 0.09 0.04 0.082
H -4.748 -7.123 3.361 0.17 0.07 0.00 0.081
H -3.020 -7.386 3.693 -0.08 -0.01 -0.09 0.081
H -4.334 -5.538 0.932 -0.01 0.18 0.39 0.091
C 2.557 1.894 5.941 -0.20 0.06 0.38 -0.066
C 1.463 1.886 4.885 0.73 -0.18 -0.14 -0.498
C 1.711 0.812 3.838 -0.29 -0.19 -0.19 -0.067
O 1.412 3.161 4.249 -0.11 0.29 -0.19 -0.067
H 3.534 2.105 5.492 -0.10 -0.08 -0.02 0.081
H 2.372 2.680 6.681 0.06 -0.21 -0.18 0.068
H 2.611 0.931 6.459 0.03 0.07 -0.06 0.082
H 0.492 1.719 5.362 0.06 0.23 -0.15 0.139
H 2.658 0.985 3.315 0.02 -0.02 0.16 0.081
H 0.923 0.826 3.078 0.04 -0.02 0.12 0.071
H 1.740 -0.183 4.293 0.04 0.08 -0.07 0.079
H 2.271 3.319 3.823 -0.34 -0.12 0.27 0.072
C 5.982 5.822 7.572 0.32 -0.11 0.17 -0.067
C 5.162 5.037 6.560 -0.26 0.62 0.21 -0.501
C 4.623 5.941 5.464 -0.01 -0.07 -0.35 -0.060
O 4.075 4.401 7.226 -0.12 -0.09 0.15 -0.072
H 5.371 6.587 8.063 0.00 0.00 -0.17 0.081
H 6.354 5.160 8.362 -0.02 0.06 -0.17 0.081
H 6.837 6.311 7.094 -0.09 -0.01 0.09 0.081
H 5.781 4.249 6.117 -0.22 -0.05 0.15 0.140
H 3.963 6.711 5.880 0.15 -0.02 0.05 0.084
H 4.024 5.365 4.750 0.13 0.05 0.09 0.071
H 5.436 6.434 4.922 -0.11 -0.02 0.04 0.082
H 3.520 5.092 7.623 0.27 -0.26 -0.20 0.098
```
Positions in Å, forces in eV/Å.

Total energy: -73598.39107 eV
Orbital gap: 9.495 eV

=====

7 unconnected molecules or ions with the total composition C28H60N2O25P2S7. Source: OMol25; level of theory: ωB97M-V with the def2-TZVPD basis set.

```
124
Properties=species:S:1:pos:R:3:forces:R:3:lowdin_charge:R:1
N -1.720 1.263 1.605 -1.85 0.37 -6.98 0.193
C -2.112 1.411 0.452 -0.33 1.84 4.37 -0.178
O -2.831 2.003 -0.633 1.06 -2.73 2.42 -0.053
C -4.223 1.543 -0.607 0.55 1.03 1.46 -0.621
P -5.178 1.898 -2.207 -1.31 -0.64 -0.18 0.980
P -3.885 2.600 -3.807 3.15 3.18 -1.95 0.447
O -2.549 3.196 -3.363 -3.01 -1.89 -0.84 -0.357
O -3.754 1.371 -4.979 0.07 2.17 1.86 -0.219
O -4.744 3.884 -4.579 0.64 -3.02 0.65 -0.218
O -4.131 0.091 -0.376 -2.40 1.32 -0.38 -0.231
S -5.645 -0.635 -0.351 -1.57 -8.49 -0.37 0.738
O -6.082 -1.199 -1.687 1.47 3.28 2.91 -0.350
O -5.516 -1.836 0.573 0.36 4.37 -1.55 -0.337
C -6.986 0.419 0.365 -1.25 2.45 -0.20 -0.190
C -6.568 1.939 0.696 0.84 0.51 0.40 -0.176
C -4.964 2.216 0.644 -0.56 0.65 1.15 -0.239
C -4.771 3.789 0.783 0.53 4.90 0.44 -0.112
C -4.265 4.746 -0.338 -0.48 0.02 1.37 -0.006
C -4.119 6.270 -0.222 -1.35 -2.86 2.20 -0.091
N -4.468 6.937 0.977 -0.04 -4.01 -0.68 0.006
C -4.908 6.103 2.030 -0.22 -1.53 -0.06 -0.135
C -5.118 4.584 2.097 1.36 0.83 -3.92 0.008
H -6.011 3.040 -1.889 1.18 -0.32 -0.22 -0.013
H -2.878 1.538 -5.407 -0.61 -0.11 0.30 0.073
H -5.097 3.581 -5.445 0.20 0.21 0.64 0.073
H -7.470 -0.010 1.307 1.37 -0.13 -1.47 0.127
H -7.815 0.471 -0.437 1.60 -0.44 1.06 0.126
H -6.878 2.202 1.776 0.42 -0.47 -1.82 0.128
H -7.043 2.725 0.018 0.36 -1.36 0.81 0.107
H -4.551 1.751 1.621 -0.26 0.52 -1.76 0.168
H -3.973 4.273 -1.344 -0.31 0.97 1.77 0.053
H -3.755 6.858 -1.138 -0.63 -0.91 1.76 0.117
H -5.154 6.658 3.010 0.44 -0.85 -1.81 0.106
H -5.516 4.040 3.024 0.76 1.17 -1.48 0.103
C -0.082 -1.140 -1.724 0.09 -0.17 -0.23 -0.069
C 0.783 -0.774 -0.531 -0.60 0.70 -0.53 -0.267
O 1.471 -1.910 -0.008 0.85 -0.55 -0.06 -0.256
S 2.728 -2.491 -0.844 -0.43 -0.34 0.73 0.609
C 3.333 -3.606 0.391 -0.12 0.14 0.16 -0.115
O 3.688 -1.434 -1.031 -0.43 -0.22 -0.36 -0.292
O 2.231 -3.272 -1.946 0.39 0.59 0.16 -0.282
H 0.528 -1.462 -2.570 -0.05 0.06 0.04 0.068
H -0.678 -0.282 -2.048 0.02 0.02 0.12 0.072
H -0.752 -1.966 -1.474 0.00 0.11 0.04 0.089
H 1.491 0.021 -0.785 0.09 -0.17 0.03 0.115
H 0.143 -0.391 0.268 0.28 -0.27 0.16 0.095
H 3.677 -3.029 1.249 -0.08 -0.05 -0.11 0.079
H 4.162 -4.164 -0.043 -0.07 0.11 -0.11 0.079
H 2.533 -4.287 0.677 0.03 0.06 0.00 0.059
C 1.486 -6.197 5.801 0.08 0.22 -0.10 -0.070
C 1.462 -7.663 5.403 0.45 0.45 0.99 -0.260
O 0.901 -7.852 4.102 0.16 -0.06 -1.14 -0.264
S 1.787 -7.440 2.814 -0.67 -0.41 0.30 0.603
C 0.755 -8.178 1.580 -0.10 -0.15 0.14 -0.121
O 3.038 -8.152 2.861 -0.32 0.63 0.09 -0.280
O 1.731 -6.011 2.649 0.43 -0.47 0.02 -0.290
H 2.163 -5.627 5.162 -0.03 -0.05 0.05 0.071
H 1.823 -6.082 6.833 -0.07 -0.14 -0.11 0.049
H 0.493 -5.754 5.696 0.03 -0.09 0.03 0.087
H 2.462 -8.103 5.457 -0.09 0.00 -0.19 0.117
H 0.830 -8.211 6.105 -0.08 -0.11 -0.38 0.124
H 0.757 -9.259 1.717 0.03 0.14 0.03 0.075
H 1.169 -7.922 0.605 0.08 0.06 0.12 0.076
H -0.253 -7.777 1.675 0.09 0.02 0.03 0.076
C -0.106 2.355 -10.910 -0.04 0.16 0.25 -0.076
C -0.926 1.108 -11.193 0.17 0.83 -0.75 -0.266
O -1.033 0.270 -10.042 -0.53 -0.22 0.92 -0.262
S -2.013 0.734 -8.842 0.42 -0.70 -0.34 0.597
C -1.979 -0.778 -7.921 0.10 -0.12 -0.20 -0.115
O -3.339 0.927 -9.370 0.59 0.35 0.24 -0.279
O -1.348 1.747 -8.063 -0.60 -0.11 -0.24 -0.291
H -0.608 3.002 -10.189 0.02 -0.03 -0.07 0.068
H 0.051 2.931 -11.825 -0.01 -0.14 -0.01 0.082
H 0.864 2.088 -10.485 -0.05 -0.01 -0.11 0.087
H -1.919 1.367 -11.574 0.00 -0.10 0.19 0.117
H -0.427 0.522 -11.969 -0.11 -0.24 0.30 0.123
H -2.445 -1.564 -8.515 0.04 0.13 0.05 0.079
H -2.540 -0.619 -7.000 -0.03 0.09 -0.10 0.064
H -0.945 -1.027 -7.689 -0.05 0.07 -0.03 0.080
C 1.628 3.628 -5.089 0.11 -0.16 -0.24 -0.074
C 2.505 3.996 -3.905 -0.58 0.68 -0.57 -0.268
O 3.209 2.865 -3.394 0.77 -0.54 0.02 -0.271
S 4.465 2.291 -4.241 -0.21 -0.25 0.61 0.604
C 5.084 1.182 -3.008 -0.17 0.13 0.17 -0.118
O 5.419 3.352 -4.437 -0.55 -0.31 -0.29 -0.285
O 3.964 1.507 -5.339 0.34 0.58 0.19 -0.284
H 2.230 3.315 -5.944 -0.03 0.04 0.06 0.069
H 1.021 4.481 -5.401 0.01 -0.02 0.14 0.082
H 0.969 2.795 -4.835 -0.01 0.13 0.04 0.082
H 3.203 4.799 -4.165 0.10 -0.18 0.04 0.116
H 1.872 4.370 -3.096 0.24 -0.25 0.15 0.119
H 5.431 1.763 -2.153 -0.06 -0.03 -0.12 0.077
H 5.913 0.627 -3.446 -0.08 0.10 -0.11 0.080
H 4.289 0.498 -2.716 0.05 0.02 -0.02 0.053
C 2.640 -6.961 12.382 0.01 -0.27 -0.14 -0.077
C 2.945 -5.639 11.699 -0.91 -0.20 0.57 -0.268
O 4.170 -5.689 10.968 0.47 -0.19 -0.89 -0.263
S 4.200 -6.505 9.571 0.52 0.30 0.45 0.610
C 5.787 -5.952 9.015 -0.02 0.23 0.12 -0.119
O 3.188 -5.970 8.697 0.17 -0.48 0.49 -0.286
O 4.292 -7.912 9.856 -0.40 0.54 -0.30 -0.279
H 2.450 -7.748 11.650 -0.01 0.06 0.05 0.069
H 1.755 -6.874 13.016 0.08 0.11 -0.02 0.081
H 3.487 -7.283 12.992 -0.08 0.09 0.01 0.086
H 2.121 -5.333 11.047 0.18 -0.04 -0.10 0.116
H 3.059 -4.864 12.459 0.29 0.03 -0.27 0.123
H 5.742 -4.878 8.832 -0.03 -0.13 0.04 0.076
H 6.019 -6.481 8.092 -0.15 -0.04 0.07 0.078
H 6.530 -6.185 9.776 -0.10 -0.02 -0.02 0.075
C 0.937 4.007 1.218 -0.23 0.19 0.18 -0.080
C 2.340 4.565 1.052 -0.21 -1.04 0.38 -0.265
O 2.325 5.905 0.559 -0.02 0.99 0.16 -0.268
S 1.892 7.091 1.571 0.15 -0.12 -0.56 0.601
C 2.367 8.453 0.543 0.18 -0.12 -0.14 -0.124
O 2.752 7.057 2.725 -0.61 -0.16 -0.30 -0.280
O 0.459 7.100 1.690 0.63 -0.05 0.29 -0.283
H 0.399 4.551 1.997 0.00 -0.08 -0.04 0.070
H 0.957 2.953 1.502 0.13 0.05 -0.08 0.072
H 0.366 4.117 0.293 0.08 -0.06 0.02 0.082
H 2.902 4.506 1.989 -0.04 0.20 -0.07 0.117
H 2.878 3.961 0.317 0.07 0.39 -0.09 0.120
H 3.450 8.435 0.412 -0.13 -0.04 0.03 0.075
H 2.064 9.370 1.046 -0.04 -0.14 0.08 0.076
H 1.859 8.367 -0.416 0.00 -0.04 0.09 0.074
```
Positions in Å, forces in eV/Å.

Total energy: -178591.83124 eV
Orbital gap: 9.153 eV